Arrangement A

{"formula": "C6H9NO2", "method": "ωB97M-V with the def2-TZVPD basis set", "charge": 0, "species": ["C", "C", "C", "C", "C", "C", "N", "O", "O", "H", "H", "H", "H", "H", "H", "H", "H", "H"], "xyz": [[-1.89, 0.71, -0.88], [-1.55, 0.14, -1.99], [-0.87, 1.40, 0.05], [-0.26, -1.52, 0.21], [0.46, 1.42, -0.43], [1.82, -0.80, 1.07], [0.41, -0.70, 0.92], [-1.25, -0.37, -3.00], [-1.16, 1.59, 1.22], [-2.89, 0.92, -0.62], [-1.31, -1.64, 0.36], [0.40, -2.26, -0.16], [0.58, 1.40, -1.51], [1.03, 2.19, 0.04], [2.31, -0.01, 0.49], [2.07, -0.72, 2.10], [2.05, -1.75, 0.67], [0.06, 0.01, 1.46]], "nbo_charge": [-0.6564, 0.7280, 0.4653, 0.0071, -0.7921, -0.4195, -0.3427, -0.4761, -0.7327, 0.2805, 0.2359, 0.1889, 0.1834, 0.2044, 0.2581, 0.2209, 0.1930, 0.4540]}


Arrangement B

{"formula": "C6H9NO2", "method": "ωB97M-V with the def2-TZVPD basis set", "charge": 0, "smiles": "N#C[C@@H]1C[C@@H]2C[C@@]21O.O", "species": ["O", "C", "C", "C", "C", "C", "C", "N", "H", "H", "H", "H", "H", "H", "H", "O", "H", "H"], "xyz": [[-4.19, 1.44, 1.36], [-3.47, 0.53, 0.61], [-3.79, 0.22, -0.82], [-3.89, -0.87, 0.22], [-2.49, -1.40, 0.54], [-2.07, 0.04, 1.01], [-0.92, 0.68, 0.37], [-0.03, 1.23, -0.14], [-4.08, 2.32, 1.00], [-4.75, 0.62, -1.14], [-3.01, 0.19, -1.59], [-4.83, -1.38, 0.44], [-2.47, -2.11, 1.37], [-1.93, -1.81, -0.31], [-1.94, 0.07, 2.09], [2.76, -0.11, -0.68], [2.14, -0.61, -0.13], [2.38, 0.77, -0.77]], "nbo_charge": [-0.6819, 0.2640, -0.4459, -0.2343, -0.3655, -0.3585, 0.3059, -0.3584, 0.4815, 0.2372, 0.2193, 0.2336, 0.2240, 0.2149, 0.2621, -0.9492, 0.4673, 0.4837]}


Short version: arrangement A is the least stable of them.


Arrangement A

{"formula": "C3H4ClF", "method": "ωB97M-V with the def2-TZVPD basis set", "charge": 0, "species": ["C", "C", "C", "F", "Cl", "H", "H", "H", "H"], "xyz": [[0.39, -0.82, -0.16], [0.54, 0.58, 0.40], [-0.59, 0.29, -0.49], [1.51, 1.40, 0.05], [-2.16, 0.08, 0.19], [1.06, -1.19, -1.04], [-0.02, -1.52, 0.41], [0.00, 0.53, 2.05], [-0.72, 0.66, -1.42]], "nbo_charge": [-0.4602, 0.3288, -0.3132, -0.3179, -0.0108, 0.2302, 0.2239, 0.0885, 0.2308]}


Arrangement B

{"formula": "C3H4ClF", "method": "ωB97M-V with the def2-TZVPD basis set", "charge": 0, "species": ["C", "C", "C", "H", "H", "H", "H", "F", "Cl"], "xyz": [[-0.08, 0.37, 0.36], [1.06, -0.61, 0.42], [2.08, -0.55, -0.49], [-0.46, 0.22, 1.39], [0.90, -1.26, 1.49], [2.92, -1.37, 0.30], [2.21, 0.23, -1.56], [0.35, 1.53, 0.01], [-1.59, -0.40, -0.20]], "nbo_charge": [0.1603, -0.2908, -0.4258, 0.1684, 0.2311, 0.2392, 0.2894, -0.2934, -0.0783]}


Short version: arrangement B is the least stable of them.